1.
Entry from OMol25: a molecular structure, C35H36CaClFN5O3PSe3Te (ωB97M-V/def2-TZVPD).

The geometry in XYZ format:
```
87
Properties=species:S:1:pos:R:3:lowdin_charge:R:1
Ca -1.7119 0.3271 -2.4045 0.800
Cl 1.6433 0.0884 -2.0458 0.754
C 2.7294 1.1578 -2.8782 -0.643
C 4.0555 0.7903 -3.0257 -0.107
C 4.9264 1.6461 -3.6833 -0.085
C 4.4671 2.8542 -4.1854 -0.082
C 3.1349 3.2102 -4.0301 -0.078
C 2.2406 2.3713 -3.3694 -0.391
P 0.4397 2.6905 -3.2075 1.013
C 0.2251 4.1759 -4.2543 -0.429
C -0.0954 3.9588 -5.5928 -0.146
C -0.2653 5.0265 -6.4603 -0.075
C -0.1339 6.3257 -5.9925 -0.084
C 0.1711 6.5525 -4.6580 -0.080
C 0.3531 5.4836 -3.7925 -0.085
C 0.3867 3.4043 -1.5228 -0.309
C -0.9776 3.4228 -0.8880 -0.221
C -1.0775 4.0493 0.5198 -0.188
C 0.1902 4.6075 1.0820 -0.015
C 1.3587 4.4594 0.4652 -0.057
C 1.4575 3.8460 -0.8579 -0.062
H 4.3930 -0.1592 -2.6329 0.103
H 5.9634 1.3623 -3.8066 0.103
H 5.1454 3.5208 -4.7021 0.103
H 2.7789 4.1515 -4.4298 0.103
H -0.2348 2.9457 -5.9513 0.091
H -0.5209 4.8446 -7.4960 0.106
H -0.2814 7.1616 -6.6642 0.101
H 0.2632 7.5656 -4.2872 0.102
H 0.5939 5.6667 -2.7531 0.100
H -1.7184 3.8360 -1.5741 0.084
H -1.8841 4.7809 0.5594 0.158
H 0.1189 5.0791 2.0541 0.112
H 2.2675 4.8243 0.9282 0.103
H 2.4382 3.7913 -1.3162 0.106
Se -3.4369 -2.0152 -2.8851 -0.187
Se -4.7966 -0.5364 -4.0843 -0.261
Te -4.6526 1.5940 -2.7429 0.220
Se -2.9236 2.9327 -3.9615 -0.202
F -0.6338 -5.4424 0.9372 0.037
C -0.5700 -4.2175 1.5368 -0.222
C -0.6484 -3.0967 0.7794 0.065
C -0.6524 -1.8098 1.4031 -0.079
C -0.8125 -0.6628 0.6107 -0.322
O -0.9109 -0.7455 -0.6576 -0.289
C -0.9354 0.6339 1.3088 -0.053
C -0.7709 0.6309 2.7049 0.034
N -0.5343 -0.5067 3.4326 -0.023
C -0.4267 -0.3940 4.8567 -0.285
C 0.8709 -0.7624 5.5155 -0.108
C 0.4515 0.6755 5.4259 -0.095
C -0.5398 -1.7535 2.8313 -0.141
C -0.4440 -2.9261 3.5623 0.024
C -0.4554 -4.1808 2.9365 -0.203
N -0.4386 -5.3560 3.7546 -0.141
C 0.3482 -6.4949 3.3113 -0.140
C 0.4147 -7.4921 4.4912 -0.079
N 0.0184 -6.7307 5.7186 0.030
C -1.4457 -6.3995 5.6809 -0.081
C -1.7196 -5.8073 4.2828 -0.123
C -1.2666 1.7971 0.6791 -0.272
O -1.4867 2.9509 1.3683 0.039
O -1.3989 2.0381 -0.6638 -0.128
H -0.7632 -3.1587 -0.2936 0.127
H -0.8315 1.5472 3.2683 0.126
H -1.3414 -0.6250 5.3964 0.150
H 1.6653 -1.0895 4.8589 0.110
H 0.8317 -1.2575 6.4770 0.096
H 0.9830 1.3030 4.7248 0.105
H 0.1117 1.1762 6.3212 0.102
H -0.3480 -2.8931 4.6401 0.098
H 1.3419 -6.1377 3.0423 0.139
H -0.0715 -7.0084 2.4427 0.121
H 1.4092 -7.9063 4.6380 0.130
H -0.2964 -8.3092 4.3849 0.131
H 0.4956 -5.8233 5.6483 0.178
H 0.2781 -7.2089 6.5775 0.179
H -1.6278 -5.6766 6.4741 0.131
H -2.0030 -7.3116 5.8844 0.129
H -2.3932 -4.9587 4.3631 0.136
H -2.1956 -6.5550 3.6343 0.134
N -1.0403 -1.3353 -5.3742 -0.072
N -1.3410 -0.0230 -4.8807 -0.206
H -1.4203 -1.4468 -6.3093 0.062
H -1.5611 -1.9745 -4.7747 -0.043
H -2.2647 0.3013 -5.1713 -0.021
H -0.6614 0.6290 -5.2523 0.036
```

Calculated values
E_HOMO (alpha / beta) = -4.53 / -5.20 eV
HOMO-LUMO gap (alpha / beta) = 3.29 / 3.96 eV



2.
Entry from OMol25: a molecular structure, C35H36Cl2NO10PS2Ti at a distorted geometry (ωB97M-V/def2-TZVPD).

The geometry in XYZ format:
```
88
Properties=species:S:1:pos:R:3:lowdin_charge:R:1
Ti 1.0551 -0.6643 0.3616 0.971
C -3.6200 -0.0927 4.4104 -0.064
C -3.1955 0.8126 3.2541 -0.392
C -1.7860 1.3428 3.4778 -0.065
C -3.3091 0.0281 1.9453 -0.274
C -4.7703 -0.1251 1.4725 -0.079
O -4.7825 0.4576 0.1560 -0.005
C -3.5043 0.8448 -0.1026 -0.326
N -2.6328 0.6672 0.8004 0.175
C -3.3094 1.4654 -1.4344 -0.121
C -4.4334 2.0671 -2.0055 -0.016
C -4.3620 2.6836 -3.2390 -0.063
C -3.1540 2.6953 -3.9190 -0.059
C -2.0380 2.0961 -3.3631 -0.081
C -2.0859 1.4637 -2.1189 -0.238
P -0.5533 0.5286 -1.5753 1.157
C 0.6740 1.7182 -2.2560 -0.388
C 0.5644 3.0290 -1.7889 -0.114
C 1.4323 4.0112 -2.2378 -0.072
C 2.4298 3.6888 -3.1487 -0.076
C 2.5629 2.3817 -3.5939 -0.064
C 1.6924 1.3963 -3.1466 -0.098
C -0.7566 -0.8140 -2.8266 -0.343
C -0.4924 -0.7214 -4.1875 -0.102
C -0.7579 -1.7937 -5.0280 -0.081
C -1.3030 -2.9656 -4.5238 -0.081
C -1.5891 -3.0618 -3.1698 -0.069
C -1.3155 -1.9931 -2.3297 -0.095
H -3.6497 0.4651 5.3487 0.081
H -2.9024 -0.9132 4.5255 0.082
H -4.6108 -0.5287 4.2428 0.078
H -3.8884 1.6595 3.1964 0.140
H -1.0604 0.5293 3.4161 0.067
H -1.7056 1.8094 4.4621 0.082
H -1.5117 2.0735 2.7180 0.074
H -2.8429 -0.9512 2.0998 0.116
H -5.4705 0.4273 2.0999 0.123
H -5.0996 -1.1590 1.3952 0.126
H -5.3641 2.0506 -1.4549 0.118
H -5.2385 3.1536 -3.6668 0.107
H -3.0782 3.1668 -4.8920 0.109
H -1.1081 2.1316 -3.9086 0.102
H -0.2105 3.2773 -1.0704 0.120
H 1.3434 5.0227 -1.8604 0.109
H 3.1122 4.4540 -3.4994 0.103
H 3.3508 2.1224 -4.2913 0.107
H 1.8137 0.3745 -3.4848 0.067
H -0.0725 0.1809 -4.6111 0.096
H -0.5238 -1.7152 -6.0832 0.107
H -1.5039 -3.8005 -5.1844 0.104
H -2.0185 -3.9726 -2.7682 0.105
H -1.5283 -2.0628 -1.2711 0.084
O 2.7236 0.6550 -0.1554 -0.329
S 2.3995 1.5015 1.0063 0.580
O 2.4156 2.9104 0.8076 -0.237
O 1.0446 0.9737 1.4380 -0.366
C 3.5403 1.2009 2.3499 -0.200
C 3.8373 2.3111 3.1311 -0.040
C 4.7214 2.1902 4.1904 -0.052
C 5.3116 0.9690 4.4778 -0.048
C 5.0249 -0.1439 3.7029 -0.035
C 4.1501 -0.0312 2.6378 -0.211
S 3.8024 -1.4889 1.6893 0.586
O 4.4830 -1.3507 0.4419 -0.245
O 4.0954 -2.6340 2.4889 -0.237
O 2.2760 -1.3009 1.5633 -0.406
H 3.3761 3.2581 2.8850 0.117
H 4.9491 3.0598 4.7934 0.112
H 5.9997 0.8820 5.3084 0.113
H 5.4587 -1.1151 3.9081 0.122
Cl 2.8470 -2.2569 -3.8578 0.634
C 3.6058 -2.2654 -2.2383 -0.989
Cl 4.8004 -3.5468 -2.1230 0.656
C 2.4936 -2.4052 -1.1793 -0.666
O 2.4418 -3.3343 -0.4242 0.080
O 1.5708 -1.4323 -1.2266 -0.204
H 4.1014 -1.3139 -2.1024 0.064
C -0.5559 -3.9751 0.9898 -0.021
C -0.7355 -2.6566 1.7200 -0.433
C 0.0015 -2.6582 3.0492 -0.031
O -0.2872 -1.5614 0.8923 -0.258
H -1.1996 -4.0275 0.1093 0.075
H -0.8113 -4.7953 1.6615 0.092
H 0.4794 -4.0785 0.6699 0.075
H -1.7947 -2.5047 1.9184 0.114
H 1.0339 -2.9706 2.9135 0.079
H -0.4899 -3.3478 3.7347 0.092
H -0.0021 -1.6587 3.4874 0.079
```

Calculated values
E_HOMO = -8.85 eV
HOMO-LUMO gap = 8.52 eV



3.
Entry from OMol25: a molecular structure, C35H36HgN5O7PS4 at a distorted geometry (ωB97M-V/def2-TZVPD).

The geometry in XYZ format:
```
89
Properties=species:S:1:pos:R:3:lowdin_charge:R:1
Hg 0.1298 0.1137 0.3819 1.073
C -1.3380 -4.8521 6.1478 -0.051
C -0.8929 -3.5010 5.6519 -0.291
C -1.5244 -2.3372 6.0794 -0.054
C -1.1196 -1.0933 5.6090 -0.053
C -0.0752 -1.0208 4.7025 -0.275
C 0.5679 -2.1739 4.2601 -0.052
C 0.1572 -3.4028 4.7399 -0.041
S 0.4936 0.5400 4.0791 0.567
O 1.9026 0.3767 3.8655 -0.300
O 0.0533 1.5645 4.9992 -0.323
N -0.2024 0.6644 2.6413 -0.183
C -1.3292 1.4000 2.3762 -0.403
C -2.2977 1.8903 3.2770 -0.016
C -3.4075 2.5259 2.7714 -0.076
C -3.5608 2.7017 1.3964 -0.095
C -2.5674 2.2219 0.5769 -0.203
N -1.4835 1.6015 1.0425 -0.010
H -2.2126 -4.7620 6.7928 0.071
H -0.5440 -5.3423 6.7143 0.079
H -1.5941 -5.5023 5.3084 0.065
H -2.3481 -2.4048 6.7820 0.106
H -1.5954 -0.1789 5.9421 0.105
H 1.3845 -2.0860 3.5506 0.120
H 0.6462 -4.3065 4.3915 0.120
H -2.1502 1.7619 4.3375 0.087
H -4.1720 2.8840 3.4511 0.103
H -4.4392 3.1735 0.9788 0.094
H -2.6081 2.3196 -0.5019 0.106
O 1.8320 -0.9911 -1.9613 -0.374
S 2.9037 -0.8234 -0.9759 0.463
O 4.1550 -0.3584 -1.5308 -0.319
O 2.4163 0.0640 0.1367 -0.475
C 3.0587 -2.3712 -0.1902 -0.316
C 4.3063 -2.8207 0.1958 -0.110
C 4.4467 -3.9569 0.9829 -0.131
C 3.2685 -4.6031 1.4569 -0.140
C 2.0209 -4.1755 1.0895 -0.148
C 1.8284 -3.0835 0.1843 -0.355
P 0.2054 -2.4031 -0.1705 1.015
C -0.9315 -3.3989 0.8648 -0.353
C -1.1506 -4.7623 0.6424 -0.102
C -1.9808 -5.4934 1.4835 -0.107
C -2.6257 -4.8713 2.5452 -0.111
C -2.4427 -3.5120 2.7540 -0.099
C -1.5968 -2.7869 1.9247 -0.125
C -0.2235 -2.9957 -1.8711 -0.339
C -1.1313 -2.2973 -2.6649 -0.138
C -1.4351 -2.7439 -3.9455 -0.094
C -0.8442 -3.8998 -4.4391 -0.102
C 0.0533 -4.6036 -3.6467 -0.084
C 0.3712 -4.1468 -2.3728 -0.088
H 5.1742 -2.2603 -0.1340 0.103
H 5.4274 -4.3211 1.2595 0.073
H 3.3576 -5.4442 2.1361 0.081
H 1.1623 -4.6936 1.4934 0.074
H -0.6573 -5.2561 -0.1842 0.100
H -2.1290 -6.5516 1.2980 0.102
H -3.2698 -5.4417 3.2053 0.102
H -2.9604 -3.0078 3.5614 0.108
H -1.4421 -1.7288 2.1065 0.072
H -1.5751 -1.3884 -2.2829 0.040
H -2.1270 -2.1825 -4.5640 0.101
H -1.0705 -4.2408 -5.4431 0.094
H 0.5157 -5.5099 -4.0211 0.097
H 1.1155 -4.6661 -1.7775 0.108
C 0.4935 0.6594 -4.3447 -0.041
O 1.3562 1.4939 -3.5636 -0.028
C 0.9417 1.7016 -2.3107 -0.613
O -0.1467 1.3610 -1.8901 0.000
N 1.8948 2.3906 -1.6185 0.015
N 1.7154 2.5156 -0.2419 0.017
H 0.9232 0.6479 -5.3420 0.091
H -0.5152 1.0690 -4.3637 0.090
H 0.4759 -0.3429 -3.9216 0.069
H 2.8333 2.2600 -1.9658 0.144
H 1.8441 3.4767 0.0327 0.086
H 2.3477 1.8994 0.2570 0.050
S -3.3055 -0.8034 -0.3144 0.691
C -4.1977 -2.1566 -0.0944 -1.146
N -4.0789 -3.2918 -0.8176 -0.039
C -4.8128 -4.4486 -0.3266 -0.236
C -6.0359 -3.8771 0.3732 -0.427
S -5.4337 -2.3415 1.1410 0.912
H -3.1725 -3.4346 -1.2494 0.116
H -4.2062 -5.0339 0.3692 0.089
H -5.1061 -5.0866 -1.1601 0.119
H -6.4338 -4.5381 1.1387 0.074
H -6.8170 -3.6172 -0.3399 0.073
```

Calculated values
2S+1 = 2
<S²> = 0.764
E_HOMO (alpha / beta) = -1.38 / -5.18 eV
Net charge = -1
HOMO-LUMO gap (alpha / beta) = 3.31 / 7.10 eV



4.
Entry from OMol25: a molecular structure, C35H36IrN8O5 at a distorted geometry (ωB97M-V/def2-TZVPD).

The geometry in XYZ format:
```
85
Properties=species:S:1:pos:R:3:lowdin_charge:R:1
Ir -0.2546 1.6953 -1.6263 1.390
C 3.8688 3.7411 1.7153 -0.049
O 2.7331 2.9444 2.0286 -0.081
C 2.8322 2.0845 3.0713 -0.232
C 3.9413 1.9635 3.9007 -0.002
C 3.9168 1.0652 4.9590 -0.060
C 2.8054 0.2740 5.2011 -0.074
C 1.7082 0.3742 4.3601 -0.007
C 1.7169 1.2669 3.3027 -0.182
N 0.5776 1.3969 2.4595 0.164
C 0.5787 1.1147 1.1413 -0.335
N 1.6527 0.4756 0.6322 0.185
C 1.7751 -0.1217 -0.6514 -0.154
C 1.0107 0.2122 -1.7665 -0.264
C 1.2221 -0.4762 -2.9675 -0.110
C 2.1962 -1.4579 -3.0499 -0.072
C 2.9847 -1.7709 -1.9471 -0.017
C 2.7754 -1.1054 -0.7521 -0.222
O 3.4816 -1.3176 0.3932 -0.092
C 4.5367 -2.2697 0.3552 -0.053
N -0.4377 1.4189 0.3664 -0.041
C -1.6925 1.8797 0.8487 -0.224
C -2.4723 1.1392 1.7288 -0.020
C -3.7904 1.5027 1.9686 -0.050
C -4.3478 2.5803 1.2968 -0.053
C -3.5837 3.3083 0.3939 0.018
C -2.2626 2.9595 0.1872 -0.265
O -1.5199 3.5756 -0.8101 -0.193
C -0.5638 4.5278 -0.3022 -0.042
H 3.5943 4.3195 0.8381 0.096
H 4.7316 3.1135 1.4819 0.102
H 4.1111 4.4163 2.5382 0.101
H 4.8153 2.5767 3.7414 0.110
H 4.7824 0.9912 5.6029 0.113
H 2.7926 -0.4177 6.0307 0.109
H 0.8312 -0.2406 4.5163 0.121
H -0.2617 1.8160 2.8299 0.152
H 2.3876 0.2300 1.2812 0.141
H 0.6207 -0.2434 -3.8369 0.088
H 2.3572 -1.9810 -3.9829 0.112
H 3.7520 -2.5249 -2.0292 0.108
H 4.9699 -2.2764 1.3508 0.097
H 5.2950 -1.9788 -0.3743 0.102
H 4.1537 -3.2638 0.1158 0.099
H -2.0575 0.2569 2.2043 0.126
H -4.3837 0.9117 2.6511 0.116
H -5.3825 2.8463 1.4581 0.113
H -3.9984 4.1376 -0.1620 0.131
H -0.2855 5.1664 -1.1346 0.098
H 0.3232 4.0273 0.0938 0.081
H -1.0339 5.1218 0.4815 0.109
C -2.4112 -5.9427 0.8960 -0.068
C -1.8431 -4.5764 1.2519 -0.193
N -1.9488 -3.6041 0.1632 -0.052
C -1.1424 -3.8420 -1.0375 -0.191
C -1.9275 -4.4014 -2.2150 -0.050
C -2.9045 -2.6538 0.2432 -0.430
O -3.7232 -2.5652 1.1440 0.080
C -2.9106 -1.5845 -0.8185 -0.106
C -4.0449 -1.3051 -1.5694 0.031
C -4.0160 -0.2320 -2.4411 -0.009
C -2.8864 0.5658 -2.4884 -0.079
N -1.8204 0.3389 -1.7140 -0.075
C -1.8255 -0.7401 -0.9189 -0.066
H -2.3915 -6.5920 1.7707 0.080
H -1.8359 -6.4310 0.1091 0.069
H -3.4459 -5.8510 0.5661 0.085
H -0.7860 -4.6573 1.5180 0.121
H -2.3774 -4.1602 2.1028 0.115
H -0.3670 -4.5489 -0.7408 0.123
H -0.6225 -2.9272 -1.3326 0.101
H -2.4291 -5.3298 -1.9475 0.073
H -1.2546 -4.6007 -3.0488 0.084
H -2.6832 -3.6947 -2.5594 0.068
H -4.9296 -1.9195 -1.4654 0.139
H -4.8617 0.0051 -3.0692 0.120
H -2.8219 1.4229 -3.1445 0.123
H -0.9435 -0.9080 -0.3205 0.123
O 1.0752 3.1691 -2.1569 -0.192
N 0.5151 2.6549 -3.2175 -0.177
C 0.9639 2.8733 -4.4104 -0.250
C 0.3012 2.1975 -5.4852 -0.157
N -0.2397 1.6588 -6.3427 0.199
C 2.0686 3.7505 -4.6439 -0.134
N 2.9667 4.4449 -4.8103 0.213
```

Calculated values
E_HOMO = -10.73 eV
Net charge = +1
HOMO-LUMO gap = 7.48 eV



5.
Entry from OMol25: 2 unconnected molecules or ions with the total composition C35H36N2O at a distorted geometry (ωB97M-V/def2-TZVPD).

The geometry in XYZ format:
```
74
Properties=species:S:1:pos:R:3:lowdin_charge:R:1
C -7.3874 -2.2950 -0.6231 -0.156
C -7.4247 -2.2685 -2.1741 -0.156
C -6.0781 -1.6792 -2.6345 -0.149
N -5.2264 -1.5150 -1.4236 -0.112
C -3.9794 -0.8235 -1.4524 -0.195
C -3.8549 0.4975 -0.9810 0.008
C -2.6361 1.1187 -0.9529 0.011
C -1.4611 0.4412 -1.3588 -0.199
C -0.2007 1.0832 -1.2514 0.105
C 1.0889 0.4884 -1.2577 -0.198
C 1.3047 -0.8648 -0.9077 -0.014
C 2.5600 -1.4078 -0.9163 0.003
C 3.6810 -0.6366 -1.2749 -0.200
N 4.9829 -1.2197 -1.3670 -0.106
C 5.6159 -1.8977 -0.1976 -0.154
C 6.5489 -2.9976 -0.7347 -0.159
C 6.6136 -2.7977 -2.2639 -0.165
C 5.4108 -1.9140 -2.6189 -0.155
C 3.4806 0.7207 -1.5852 0.001
C 2.2283 1.2725 -1.5639 -0.001
C -1.6120 -0.8517 -1.9109 -0.021
C -2.8341 -1.4618 -1.9613 0.003
C -6.0775 -1.6022 -0.2073 -0.153
H -8.2654 -1.8047 -0.1813 0.106
H -7.4085 -3.3301 -0.2588 0.104
H -7.5653 -3.2786 -2.5801 0.104
H -8.2695 -1.6753 -2.5492 0.105
H -5.5605 -2.3233 -3.3520 0.109
H -6.1974 -0.6990 -3.1067 0.111
H -4.7409 1.0200 -0.6584 0.116
H -2.5500 2.1281 -0.5881 0.116
H -0.2253 2.1522 -1.1354 0.130
H 0.4688 -1.4612 -0.5856 0.112
H 2.7063 -2.4445 -0.6647 0.117
H 6.1668 -1.1415 0.3692 0.101
H 4.8422 -2.2928 0.4678 0.106
H 7.5436 -2.9503 -0.2728 0.106
H 6.1571 -3.9929 -0.4936 0.104
H 7.5477 -2.2988 -2.5471 0.105
H 6.6010 -3.7501 -2.8113 0.107
H 4.5702 -2.5057 -2.9949 0.109
H 5.6485 -1.1624 -3.3785 0.111
H 4.3385 1.3169 -1.8492 0.119
H 2.0865 2.3093 -1.8211 0.122
H -0.7540 -1.3407 -2.3357 0.110
H -2.9361 -2.4524 -2.3727 0.117
H -6.2504 -0.5970 0.1883 0.103
H -5.5387 -2.1678 0.5607 0.117
C -3.9095 3.6407 2.4245 -0.124
C -2.8212 4.2959 1.8729 -0.105
C -1.5662 3.7580 1.9995 -0.038
C -1.3560 2.5526 2.6986 -0.239
C -0.0892 1.9712 2.8485 -0.001
C 1.1080 2.4920 2.2809 -0.426
C 2.3937 1.7690 2.4602 -0.146
C 3.4952 2.2005 1.7349 -0.038
C 4.7174 1.5776 1.8508 -0.092
C 4.8587 0.4977 2.6982 -0.112
C 3.7749 0.0489 3.4240 -0.092
C 2.5568 0.6830 3.3157 -0.032
O 1.1132 3.5238 1.6130 -0.024
C -2.4825 1.9092 3.2448 -0.055
C -3.7373 2.4377 3.0894 -0.117
H -4.8975 4.0578 2.3275 0.086
H -2.9657 5.2221 1.3383 0.097
H -0.7229 4.2522 1.5541 0.087
H -0.0396 1.0651 3.4215 0.075
H 3.3646 3.0365 1.0699 0.108
H 5.5577 1.9287 1.2749 0.100
H 5.8131 0.0085 2.7914 0.093
H 3.8780 -0.8091 4.0683 0.098
H 1.7284 0.3378 3.9042 0.096
H -2.3397 0.9910 3.7858 0.101
H -4.5905 1.9048 3.4787 0.093
```

Calculated values
E_HOMO = -5.45 eV
HOMO-LUMO gap = 3.00 eV